No. 1
C5H10O2 in the gas phase, computed with ωB97M-V/def2-TZVPD.

Computed properties:
LUMO energy = 0.87 eV
SMILES = OC[C@H]1CCOC1
energy above the lowest of the compared OMol25 structures with the same formula, charge and spin = 148.38 kJ/mol
frontier orbital gap = 10.426 eV

ORCA input file:
```
! RIJCOSX wB97M-V def2-TZVPD def2/J DEFGRID3
* xyz 0 1
O -0.03763 0.11512 2.48705
C 0.08931 0.97876 1.37441
C 0.47673 0.12428 0.19001
C -0.53822 -1.01076 -0.04268
C -0.32628 -1.29456 -1.52487
O -0.09334 -0.03392 -2.12270
C 0.48317 0.85345 -1.15895
H -0.32898 0.63476 3.24427
H -0.86512 1.48553 1.15273
H 0.85411 1.74826 1.54804
H 1.46535 -0.31494 0.37952
H -0.34365 -1.84025 0.64321
H -1.54799 -0.62739 0.15733
H -1.19120 -1.73024 -2.02937
H 0.53569 -1.96538 -1.67223
H -0.12898 1.76664 -1.14926
H 1.49704 1.11066 -1.47652
*
```

=====

No. 2
A molecular structure, C14H23AuINOS3, computed with ωB97M-V/def2-TZVPD.

Computed properties:
LUMO energy = -0.32 eV
energy above the lowest of the compared OMol25 structures with the same formula, charge and spin = 0.00 kJ/mol
frontier orbital gap = 7.676 eV

ORCA input file:
```
! RIJCOSX wB97M-V def2-TZVPD def2/J DEFGRID3
* xyz 0 1
Au -0.30731 0.27365 -0.75960
C 3.86364 0.91514 2.99845
C 2.49392 1.55638 3.20485
S 1.13749 1.02812 2.09885
C 0.61743 -0.60082 2.69906
C 1.60575 -1.75921 2.61069
S 2.14335 -2.26884 0.93936
C 3.80538 -1.51880 0.80176
C 3.77646 -0.06638 0.32796
S 4.67605 1.11737 1.37944
H 3.83732 -0.14946 3.21930
H 4.56896 1.37713 3.69214
H 2.55726 2.63111 3.03266
H 2.16826 1.38442 4.23405
H -0.24644 -0.81579 2.06387
H 0.28746 -0.48571 3.73442
H 1.10632 -2.64301 3.01241
H 2.50408 -1.59595 3.20296
H 4.32443 -2.15324 0.08435
H 4.30242 -1.63704 1.76403
H 2.75326 0.27833 0.27645
H 4.23386 0.04698 -0.65693
C -1.89331 -3.31408 0.62382
C -1.93503 -2.16322 -0.37898
C -3.36462 -1.91758 -0.86290
O -1.41818 -1.01278 0.23623
H -2.32273 -4.21923 0.19041
H -2.45714 -3.04038 1.51816
H -0.85894 -3.51792 0.90671
H -1.33124 -2.45915 -1.25066
H -4.00362 -1.68292 -0.00957
H -3.75775 -2.79995 -1.37333
H -3.38252 -1.07094 -1.55091
I 2.89131 5.13733 -0.21246
C 2.35942 3.47316 -1.36185
C 3.07965 3.12272 -2.49169
C 2.64517 2.02120 -3.21475
C 1.55183 1.30379 -2.77197
N 0.88011 1.62675 -1.65707
C 1.27004 2.71503 -0.97685
H 3.94426 3.69079 -2.80492
H 3.15726 1.71703 -4.11650
H 1.19730 0.43586 -3.30875
H 0.69668 2.96668 -0.09720
*
```

=====

No. 3
8 unconnected molecules or ions with the total composition C30H73N3O8 in a non-equilibrium geometry, computed with ωB97M-V/def2-TZVPD.

Computed properties:
LUMO energy = 0.13 eV
SMILES = CC1(C)CCCC(C)(C)N1O.CC1(C)CCCC(C)(C)N1O.CC1(C)CCCC(C)(C)N1O.CO.CO.CO.O.O
energy above the lowest of the compared OMol25 structures with the same formula, charge and spin = 27.05 kJ/mol
frontier orbital gap = 8.238 eV

ORCA input file:
```
! RIJCOSX wB97M-V def2-TZVPD def2/J DEFGRID3
* xyz 0 1
C -0.72972 3.92586 1.51390
O -0.12786 3.21310 0.46424
H -0.46497 4.98967 1.44167
H -1.81456 3.80151 1.50652
H -0.44891 3.63281 2.53795
H 0.77283 2.94162 0.73298
C 0.30660 -3.47167 -0.63235
O 1.50480 -3.03025 -0.00860
H 0.28236 -4.55940 -0.60174
H -0.54466 -3.07613 -0.07630
H 0.28479 -3.16200 -1.68088
H 1.48503 -2.06391 0.05168
C 4.28764 -0.98286 2.26392
O 4.13061 0.21352 1.48229
H 5.20167 -1.50569 1.98825
H 4.34790 -0.76011 3.33294
H 3.39890 -1.59365 2.10293
H 4.99004 0.40670 1.09745
O 1.29107 -0.19259 0.55798
H 1.22554 0.74754 0.34413
H 1.74951 -0.21731 1.40439
O 2.46951 2.52461 1.13903
H 2.45625 2.93580 2.01358
H 3.16033 1.83903 1.19541
C -0.73401 -1.82182 3.07084
C -1.11492 -0.88730 4.21376
C -2.62032 -0.61369 4.14077
C -3.11590 0.09191 5.38469
C -2.75484 -0.73205 6.62704
C -1.27933 -1.09147 6.78497
N -0.75113 -1.47864 5.48240
O 0.56111 -1.94878 5.50856
C -0.54926 0.13819 7.38294
C -1.12709 -2.26038 7.74890
C -0.38903 0.47437 3.93202
H -1.23564 -1.49715 2.15670
H -1.05618 -2.83489 3.32201
H 0.32944 -1.81366 2.83651
H -2.87964 -0.11127 3.20890
H -3.13703 -1.58290 4.08663
H -4.18903 0.25625 5.27380
H -2.65388 1.08295 5.45084
H -3.43896 -1.58334 6.67219
H -3.03887 -0.10831 7.48091
H -0.80805 1.02683 6.80702
H -0.86388 0.27880 8.41978
H 0.53956 0.07436 7.40833
H -1.58793 -2.02045 8.71459
H -1.63497 -3.16250 7.41196
H -0.07400 -2.35472 8.01781
H -0.24586 1.06010 4.84275
H -0.87418 1.12687 3.20696
H 0.62798 0.24372 3.60209
H 0.51497 -2.91267 5.50269
C -3.37459 2.98513 -1.18254
C -4.20504 1.86641 -1.82449
C -4.26183 2.03698 -3.35028
C -3.01207 1.52494 -4.03785
C -2.72661 0.07100 -3.62318
C -2.66193 -0.13164 -2.10826
N -3.81913 0.51248 -1.48432
O -3.92801 0.20089 -0.11029
C -2.57678 -1.63248 -1.82475
C -1.34360 0.46590 -1.58090
C -5.66833 2.09506 -1.34679
H -2.44651 3.15078 -1.73661
H -3.19993 2.82370 -0.11936
H -3.88411 3.94250 -1.30926
H -5.13611 1.53242 -3.76063
H -4.32961 3.11449 -3.51441
H -2.12395 2.14473 -3.88945
H -3.19609 1.50160 -5.11623
H -1.85034 -0.35976 -4.10591
H -3.60249 -0.45812 -4.02098
H -2.37605 -1.82701 -0.77207
H -3.47858 -2.20665 -2.05087
H -1.77601 -1.98155 -2.47529
H -0.47303 -0.09503 -1.93046
H -1.18255 1.46666 -1.98271
H -1.34026 0.46393 -0.48982
H -5.82701 2.16807 -0.27330
H -6.34885 1.46409 -1.91909
H -5.94701 3.09938 -1.69583
H -3.24263 0.74880 0.31794
C 3.49205 -0.28102 -2.04623
C 4.28328 -0.27691 -3.35866
C 4.56122 -1.72219 -3.79998
C 3.29021 -2.43480 -4.23546
C 2.66758 -1.65395 -5.38921
C 2.49364 -0.11583 -5.18933
N 3.69880 0.41160 -4.51411
O 3.56963 1.80196 -4.28554
C 2.46241 0.48129 -6.59710
C 1.18072 0.09601 -4.42925
C 5.66893 0.32739 -3.10533
H 2.50700 -0.73044 -2.11953
H 3.32385 0.67938 -1.54249
H 4.14562 -0.77526 -1.32419
H 5.28515 -1.73244 -4.61621
H 5.01192 -2.29270 -2.98212
H 2.58693 -2.47600 -3.39677
H 3.45916 -3.48044 -4.49681
H 1.67274 -2.08549 -5.53879
H 3.21446 -1.82798 -6.31882
H 1.89726 -0.12987 -7.29867
H 2.11957 1.51777 -6.60412
H 3.49166 0.53466 -6.95685
H 1.08248 1.17134 -4.23772
H 0.33123 -0.18754 -5.05015
H 1.13198 -0.43704 -3.48430
H 6.15002 0.00338 -2.17771
H 5.58314 1.41460 -3.05105
H 6.39197 0.04209 -3.86934
H 2.95064 1.87624 -3.53699
*
```

=====

No. 4
C6H12 in the gas phase, computed with ωB97M-V/def2-TZVPD.

Computed properties:
LUMO energy = 1.15 eV
SMILES = C[C@H]1[C@@H](C)[C@H]1C
energy above the lowest of the compared OMol25 structures with the same formula, charge and spin = 97.84 kJ/mol
frontier orbital gap = 10.856 eV

ORCA input file:
```
! RIJCOSX wB97M-V def2-TZVPD def2/J DEFGRID3
* xyz 0 1
C -0.88465 -1.50438 0.61824
C -0.07434 -1.03584 -0.57540
C -0.16710 0.37539 -1.10630
C -1.08641 1.40865 -0.49398
C 1.09482 -0.08922 -0.42376
C 1.53317 0.46025 0.91586
H -1.95340 -1.29310 0.49788
H -0.55462 -1.03511 1.55020
H -0.77639 -2.58563 0.75134
H 0.05320 -1.79716 -1.34327
H -0.09240 0.46484 -2.18921
H -0.67089 2.41640 -0.61165
H -1.25517 1.24189 0.57406
H -2.06815 1.39408 -0.98116
H 1.93280 -0.28715 -1.09056
H 0.69514 0.75600 1.55420
H 2.15542 1.35114 0.77542
H 2.12465 -0.27667 1.47180
*
```

=====

No. 5
A gas-phase ion, C7H8NO2 (charge -1) in a non-equilibrium geometry, computed with ωB97M-V/def2-TZVPD.

Computed properties:
LUMO energy = 3.63 eV
SMILES = CC1(C)C[C@@]1(C#N)C(=O)[O-]
energy above the lowest of the compared OMol25 structures with the same formula, charge and spin = 38.55 kJ/mol
frontier orbital gap = 8.336 eV

ORCA input file:
```
! RIJCOSX wB97M-V def2-TZVPD def2/J DEFGRID3
* xyz -1 1
C 2.34409 0.19500 -0.66437
C 0.13771 1.87750 -1.34933
C -0.18564 -0.76086 -1.05462
C 0.62799 0.51149 -0.71639
C -0.16759 -0.17689 0.35019
C -1.63855 0.15825 0.63076
C 0.45548 -1.00964 1.51845
N 3.44308 -0.05740 -0.48600
O 1.00052 2.73127 -1.44463
O -1.02735 1.88610 -1.68146
H -1.11233 -0.67263 -1.57506
H 0.15369 -1.83641 -1.35331
H -2.11087 -0.63660 1.27096
H -2.05830 0.41428 -0.28914
H -1.74338 1.06107 1.36486
H 1.58956 -1.16414 1.47214
H 0.09405 -2.07866 1.65794
H 0.19784 -0.44173 2.34902
*
```

=====

No. 6
2 unconnected molecules or ions with the total composition C16H32ClN2O3S2 in a non-equilibrium geometry, computed with ωB97M-V/def2-TZVPD.

Computed properties:
LUMO energy = -4.23 eV
frontier orbital gap = 6.699 eV

ORCA input file:
```
! RIJCOSX wB97M-V def2-TZVPD def2/J DEFGRID3
* xyz 1 1
C -2.54194 -1.43781 -0.99593
C -2.09249 0.04356 -0.89212
C -0.89251 0.24733 -1.82921
C -0.35896 1.72001 -1.82175
N 1.06029 1.70643 -2.23810
C 1.96034 2.25310 -1.27104
C 3.46017 2.19963 -1.60126
Cl 4.11670 2.05982 -3.15313
N 4.11986 2.30281 -0.51548
C 3.29085 2.39532 0.69380
S 2.99781 4.10310 1.28341
C 1.94863 1.78208 0.22902
C 1.78946 0.23912 0.25262
C 2.63034 -0.49613 1.31774
C 2.23763 -1.99039 1.23146
C 2.63708 -2.56901 -0.12979
O 3.76584 -2.70259 -0.44317
O 1.64042 -2.88616 -1.02657
C 1.03038 -4.15883 -0.71635
C -0.02916 -4.43754 -1.81203
H -2.93336 -1.62400 -2.00372
H -1.64818 -2.06000 -0.82552
H -3.27899 -1.69857 -0.23038
H -1.83024 0.23723 0.16089
H -2.93846 0.68650 -1.16820
H -0.09683 -0.49299 -1.68212
H -1.27263 0.08227 -2.85165
H -0.52441 2.20055 -0.84912
H -0.93223 2.25972 -2.58511
H 1.35321 0.80235 -2.58750
H 1.77114 3.34772 -1.23721
H 5.13716 2.32603 -0.47309
H 3.75203 1.85713 1.52720
H 4.21578 4.67786 1.44218
H 1.19462 2.28599 0.84465
H 0.73737 0.04305 0.48570
H 2.08155 -0.13736 -0.73483
H 2.33902 -0.17573 2.32854
H 3.71296 -0.38039 1.17927
H 1.14341 -2.09145 1.29658
H 2.68919 -2.58903 2.02868
H 0.52784 -4.05891 0.25842
H 1.76133 -4.97590 -0.69304
H 0.24841 -5.30852 -2.41216
H -0.12220 -3.53823 -2.43112
H -1.01975 -4.61695 -1.37727
C -3.90462 1.17828 3.53452
S -5.15577 0.24800 2.63546
O -4.46232 -0.47864 1.53607
C -5.96357 1.67873 1.90372
H -3.25271 0.46943 4.04219
H -3.31904 1.77961 2.83762
H -4.38841 1.81854 4.27232
H -5.24472 2.24728 1.31258
H -6.38164 2.30278 2.69380
H -6.76571 1.32373 1.25954
*
```

=====

No. 7
2 unconnected molecules or ions with the total composition C2H5NO3 in a non-equilibrium geometry, computed with ωB97M-V/def2-TZVPD.

Computed properties:
LUMO energy = 0.88 eV
SMILES = NC=O.O=CO
energy above the lowest of the compared OMol25 structures with the same formula, charge and spin = 56.73 kJ/mol
frontier orbital gap = 10.970 eV

ORCA input file:
```
! RIJCOSX wB97M-V def2-TZVPD def2/J DEFGRID3
* xyz 0 1
C -1.52976 -3.38316 -2.29238
N -1.80962 -3.56071 -3.61072
O -2.27335 -2.79921 -1.52567
H -0.60210 -3.83449 -1.91593
H -1.36170 -4.32000 -4.09997
H -2.43255 -3.06190 -4.21289
O 1.05844 4.13282 4.45543
C 1.84040 3.82247 3.60731
O 2.57086 4.68490 2.88893
H 1.99740 2.77082 3.36803
H 2.54196 5.54846 3.33786
*
```

=====

No. 8
A molecular structure, C5H4NS4SbSr in a non-equilibrium geometry, computed with ωB97M-V/def2-TZVPD.

Computed properties:
LUMO energy (spin up / spin down) = 1.77 / 1.76 eV
energy above the lowest of the compared OMol25 structures with the same formula, charge and spin = 505.52 kJ/mol
frontier orbital gap (spin up / spin down) = 4.650 / 4.515 eV

ORCA input file:
```
! RIJCOSX wB97M-V def2-TZVPD def2/J DEFGRID3
* xyz -1 2
Sr 0.12788 -2.65838 0.66216
S 2.62332 -2.59510 -0.76893
C 0.51779 -0.30245 0.02083
C 0.65253 1.11554 -0.32980
C -0.43214 1.73693 -0.82971
C -1.60583 0.98082 -1.15955
C -1.46059 -0.37984 -1.24094
N -0.38854 -1.05306 -0.80536
H 1.56656 1.63433 -0.08323
H -0.41058 2.80472 -1.01319
H -2.51339 1.46380 -1.49276
H -2.21706 -0.99932 -1.71761
S 0.30301 1.55364 3.22825
Sb -0.47850 -0.38518 2.34489
S 1.51979 -1.89441 2.71404
S 2.19573 -1.02204 0.47091
*
```